This record from the OMol25 dataset describes a single C5H7NO molecule. The level of theory is the ωB97M-V functional and the def2-TZVPD basis.

For the electronic energy, the calculation gives -324.50976 a.u. The gap between HOMO and LUMO (spin up / spin down) comes out at 7.993 / 7.996 eV. The net charge is 0. Its energy relative to the best compared isomer or geometry (same formula, charge and spin) is 5.843 eV. As for the spin multiplicity: 1. The calculation puts the LUMO energy (spin up / spin down) at 0.4 / 0.4 eV.

Each line ends with the natural charge from an NBO analysis.
Element x y z (Å)
O 1.40 -1.39 -0.39  -0.70
N -0.71 1.55 1.18  -0.54
C -0.42 0.03 -1.38  -0.45
C -0.95 0.48 1.68  0.30
C 0.35 -0.48 -0.19  0.17
C -0.48 -0.81 1.10  -0.51
C 0.44 0.94 -0.56  -0.38
H -1.50 0.08 -1.27  0.20
H -0.45 2.30 0.56  0.49
H 2.21 -0.97 -0.08  0.47
H 1.36 1.33 -0.98  0.21
H -0.08 -0.27 -2.37  0.22
H 0.15 -1.34 1.82  0.25
H -1.34 -1.45 0.89  0.25

=====

This record from the OMol25 dataset describes a molecular structure, C27H24F3INbO9. The level of theory is the ωB97M-V functional and the def2-TZVPD basis.

For the electronic energy, the calculation gives -2374.49474 a.u. The gap between HOMO and LUMO comes out at 4.849 eV. The net charge is -1. As for the spin multiplicity: 1. The calculation puts the LUMO energy at -0.4 eV.

Each line ends with the natural charge from an NBO analysis.
Element x y z (Å)
I 2.34 -7.09 -1.15  -0.48
Nb 4.04 -5.35 0.21  0.97
F 2.70 -1.35 -1.91  -0.34
F 0.60 -1.84 -2.23  -0.33
F 1.24 -1.00 -0.32  -0.34
O -7.28 -0.94 2.08  -0.48
O 0.63 -3.69 -0.20  -0.72
O -5.30 4.46 -7.53  -0.50
O -0.10 1.31 2.35  -0.47
O 4.97 -2.00 2.22  -0.45
O -3.44 3.56 -1.08  -0.54
O -1.90 2.20 -4.15  -0.49
O -4.86 3.28 4.17  -0.50
O 10.10 -0.94 2.98  -0.52
C -2.66 3.04 -0.31  0.50
C -2.69 2.72 -4.92  0.48
C 8.16 -2.04 3.76  -0.26
C 8.20 -0.65 1.63  -0.26
C -3.64 3.76 -4.46  -0.23
C 1.60 -1.88 -1.31  0.96
C -1.81 2.87 1.98  -0.21
C -1.71 1.99 -0.74  -0.26
C -6.72 0.02 2.56  0.48
C 6.88 -2.31 3.56  -0.19
C 3.03 -3.34 0.18  -0.95
C -2.65 3.44 1.12  -0.26
C 1.87 -3.27 -0.79  -0.01
C 8.92 -1.19 2.81  0.49
C -6.53 2.46 2.72  -0.23
C -2.71 2.33 -6.35  -0.22
C 6.91 -0.92 1.43  -0.20
C -0.85 1.81 1.55  0.47
C -5.60 -0.13 3.52  -0.23
C -7.14 1.40 2.20  -0.23
C -4.99 0.93 4.05  -0.22
C -4.49 4.33 -5.32  -0.23
C -4.52 3.94 -6.75  0.48
C -5.41 2.31 3.69  0.48
C -3.57 2.90 -7.20  -0.24
C 6.14 -1.76 2.39  0.47
C -0.87 1.41 0.12  -0.21
H 3.75 -2.54 -0.01  0.25
H 5.52 -6.40 0.36  -0.17
H 5.14 -4.52 1.30  -0.22
H -1.74 1.72 -1.79  0.26
H 8.73 -2.42 4.60  0.23
H 2.05 -3.87 -1.69  0.19
H 0.58 -4.65 -0.34  0.49
H -3.35 4.20 1.41  0.23
H 2.67 -3.16 1.21  0.25
H -5.20 5.09 -5.02  0.23
H -0.18 0.64 -0.18  0.26
H 8.78 -0.04 0.95  0.23
H -3.60 4.01 -3.41  0.26
H -5.31 -1.15 3.76  0.24
H 3.72 -6.29 1.75  -0.27
H -4.17 0.85 4.75  0.24
H -1.78 3.14 3.03  0.23
H 6.29 -2.93 4.23  0.23
H -7.95 1.48 1.49  0.23
H -3.61 2.64 -8.25  0.23
H -2.01 1.57 -6.65  0.23
H 5.24 -5.05 -1.15  -0.27
H -6.81 3.48 2.48  0.23
H 6.35 -0.55 0.58  0.23

=====

This record from the OMol25 dataset describes a molecular structure, C32H44Br2N6OPPbSSe2Te2. The level of theory is the ωB97M-V functional and the def2-TZVPD basis.

For the electronic energy, the calculation gives -13068.62945 a.u. The gap between HOMO and LUMO comes out at 5.671 eV. The net charge is +1. Its energy relative to the best compared isomer or geometry (same formula, charge and spin) is 1.567 eV. As for the spin multiplicity: 1. The calculation puts the LUMO energy at -3.6 eV.

Each line ends with the Mulliken charge.
Element x y z (Å)
Pb 0.27 1.28 0.41  1.77
Te -0.01 1.75 7.06  -0.11
Te -1.13 -0.75 6.99  -0.04
Br -0.24 6.68 -3.75  -0.17
Br -6.83 3.37 -1.80  -0.12
Se 0.82 -1.14 5.39  -0.22
Se 0.54 1.09 4.66  0.25
S 1.63 3.26 1.79  -0.38
P 0.02 -1.90 -1.16  0.10
O -1.38 -1.80 -0.44  0.14
N 0.80 -0.52 -1.07  1.17
N -0.45 -0.25 1.63  0.39
N 3.48 1.20 2.17  0.54
N 2.36 0.66 0.15  0.21
N 3.39 2.70 3.73  0.27
N -2.70 2.01 -0.14  0.82
C 0.07 2.94 -1.00  0.70
C 0.57 4.05 -3.07  -0.90
C 3.47 0.54 0.89  0.32
C -0.17 -4.59 -0.47  -1.88
C -2.92 2.11 -1.45  -0.29
C -0.60 4.08 -0.56  -0.51
C -1.23 -0.78 -3.29  -2.09
C -1.86 -0.58 1.71  -0.77
C 4.55 -0.20 0.53  -1.26
C 0.60 -2.36 -3.84  -1.60
C -4.13 2.51 -2.00  -0.95
C 2.20 -0.06 -1.13  0.64
C -5.16 2.83 -1.13  -0.04
C 3.31 -1.02 -1.39  -1.87
C 4.42 -1.02 -0.65  -0.11
C -0.69 5.20 -1.37  -0.66
C -0.58 -2.11 -2.90  1.72
C -1.63 -3.22 -3.06  -1.72
C 2.12 -3.94 -1.07  -1.93
C 2.87 2.36 2.54  -0.13
C -4.95 2.75 0.24  -1.00
C 4.28 1.73 4.15  -0.62
C 0.67 2.93 -2.24  -0.48
C -3.62 -1.19 -0.02  -1.59
C -2.33 -1.63 0.66  2.18
C 0.82 -3.41 -0.43  2.10
C -2.57 -2.97 1.34  -2.21
C 4.33 0.80 3.19  -0.63
C -0.11 5.17 -2.63  -0.07
C -3.70 2.33 0.67  -0.44
C 1.16 -3.03 1.02  -1.32
C 2.99 3.87 4.49  -0.88
H -3.37 -2.84 2.07  0.53
H 2.96 -3.29 -0.89  0.46
H -2.09 1.87 -2.10  0.49
H 1.33 -1.54 -3.79  0.20
H -1.06 4.11 0.42  0.48
H -3.50 2.27 1.74  0.50
H 1.93 3.82 4.71  0.30
H -1.19 -4.31 -0.27  0.14
H 1.83 -2.17 1.05  -0.10
H -2.43 -3.13 -2.33  0.04
H -3.45 -0.32 -0.64  0.15
H -4.37 -0.95 0.73  0.47
H -1.19 -4.22 -2.97  0.34
H 1.11 -3.30 -3.65  0.25
H 1.67 -3.88 1.48  0.66
H 1.20 2.07 -2.61  0.07
H -1.62 -0.86 -4.30  0.65
H 3.23 -1.63 -2.28  0.66
H 2.22 0.68 -1.94  -0.29
H 1.03 4.04 -4.05  0.48
H 0.28 -2.79 1.61  -0.06
H 3.56 3.89 5.42  0.31
H 5.47 -0.17 1.09  0.62
H -4.26 2.56 -3.07  0.52
H 0.22 -2.40 -4.87  0.51
H -2.90 -3.72 0.62  0.44
H 3.19 4.78 3.93  0.35
H -0.13 -5.09 -1.44  0.32
H 5.24 -1.66 -0.92  0.46
H -0.52 0.04 -3.26  0.28
H 0.15 -5.32 0.28  0.56
H -4.01 -2.00 -0.65  0.41
H -1.69 -3.33 1.86  0.39
H -2.06 -3.15 -4.06  0.56
H 4.78 1.79 5.10  0.47
H -2.53 0.28 1.66  -0.56
H -0.04 -0.20 2.55  -0.48
H -2.07 -0.54 -2.63  0.21
H 2.33 -4.90 -0.58  0.53
H -5.72 3.01 0.94  0.48
H -1.21 6.08 -1.03  0.49
H 2.03 -4.14 -2.13  0.26
H 4.88 -0.12 3.13  0.59
H -2.01 -1.03 2.70  0.51

=====

This record from the OMol25 dataset describes a molecular structure, C34H28CaN4O3S2. The level of theory is the ωB97M-V functional and the def2-TZVPD basis.

For the electronic energy, the calculation gives -3231.09136 a.u. The gap between HOMO and LUMO (spin up / spin down) comes out at 6.035 / 6.033 eV. The net charge is 0. As for the spin multiplicity: 1. The calculation puts the LUMO energy (spin up / spin down) at -0.7 / -0.7 eV.

Each line ends with the Mulliken charge.
Element x y z (Å)
Ca -1.03 1.14 -1.20  1.50
S -0.42 3.89 -1.15  -0.41
S 2.93 0.82 -1.27  -0.05
O -2.65 -0.01 -2.70  -0.18
O -2.94 2.36 -1.86  -0.67
O -1.45 0.86 0.85  -0.80
N -0.75 -2.03 0.15  -0.32
N 1.31 0.54 -1.57  -0.40
N -3.15 3.57 -1.41  0.39
N -1.42 -1.36 -0.79  0.07
C 2.46 3.12 2.55  -0.45
C -0.17 -1.73 3.76  0.74
C 0.18 -2.65 4.77  -0.63
C -0.68 -1.40 1.33  -0.76
C -3.51 0.50 -3.75  -1.03
C -2.02 -3.40 -4.11  -0.35
C -2.22 -1.29 -2.95  0.79
C 5.06 -0.88 -1.01  -0.53
C 1.82 1.94 2.42  -0.54
C -1.33 0.27 3.04  -0.57
C 2.05 1.19 1.26  0.82
C -2.35 5.78 -1.07  -0.66
C 5.76 -1.95 -0.51  -0.64
C -4.43 3.92 -1.07  -0.22
C 3.18 3.69 1.50  -0.60
C 0.89 -4.29 3.18  -0.74
C 3.08 -1.70 0.11  0.78
C -4.74 5.25 -0.81  -0.77
C 3.70 -0.75 -0.68  0.15
C -1.19 -0.09 1.69  1.21
C -1.99 -1.99 -4.16  -0.98
C 5.10 -3.02 0.10  -0.40
C 0.57 -3.43 2.14  -0.64
C 0.65 -3.91 4.52  -0.68
C 2.81 1.72 0.26  0.38
C 3.77 -2.88 0.46  -0.68
C -3.69 6.17 -0.93  -0.20
C -1.91 -3.45 -1.75  -0.13
C -0.08 -2.20 2.39  1.10
C -2.04 -4.15 -2.92  -0.84
C -1.94 -2.05 -1.78  -0.26
C 3.35 2.97 0.32  -0.47
C -2.04 4.43 -1.23  0.35
C -0.84 -0.51 4.06  -0.92
H 2.03 -1.61 0.36  -0.06
H -1.48 6.47 -1.05  0.36
H -5.69 5.58 -0.48  0.42
H -2.01 -3.85 -5.07  0.39
H -3.82 7.27 -0.85  0.31
H 0.81 -4.65 5.30  0.38
H -2.87 1.03 -4.46  0.33
H -4.23 1.17 -3.23  0.15
H 5.54 -0.12 -1.61  0.41
H -0.99 -0.24 5.11  0.33
H 5.63 -3.97 0.29  0.35
H 3.90 3.33 -0.56  0.37
H -1.79 -3.90 -0.75  0.43
H -5.13 3.07 -1.14  0.43
H 1.57 0.24 1.03  -0.26
H 1.14 1.56 3.20  0.32
H -1.66 1.31 3.26  0.36
H -2.14 -5.25 -2.97  0.38
H -4.07 -0.30 -4.24  0.48
H 3.51 4.72 1.58  0.39
H 3.22 -3.72 0.84  0.34
H 1.38 -0.15 -2.35  0.06
H -1.87 -1.50 -5.10  0.53
H 1.41 -5.24 2.98  0.35
H 6.84 -1.99 -0.63  0.35
H 2.36 3.75 3.48  0.30
H 0.71 -3.69 1.09  0.66
H 0.01 -2.35 5.80  0.37